P | 30
Properties=species:S:1:pos:R:3 method="wB97M-V/def2-TZVPD" smiles=Cc1c[nH]c2ccccc12.CCC gap_ev=8.833 e_lumo_ev=0.9 charge=0
C 0.143 -0.245 -2.651
C 0.932 0.033 -1.396
C 1.819 1.057 -1.196
N 2.302 1.102 0.093
C 1.709 0.033 0.785
C 1.793 -0.223 2.186
C 0.957 -1.243 2.563
C 0.137 -1.995 1.696
C 0.058 -1.706 0.305
C 0.834 -0.605 -0.027
H 0.021 0.748 -3.201
H -0.799 -0.765 -2.491
H 0.864 -0.992 -3.213
H 2.161 1.866 -1.879
H 2.325 2.038 0.549
H 2.303 0.241 2.997
H 0.953 -1.638 3.588
H -0.417 -2.801 2.204
H -0.472 -2.272 -0.334
C -2.218 1.766 0.300
C -2.770 0.451 -0.203
C -3.488 0.569 -1.571
H -2.067 1.819 1.335
H -1.194 1.839 0.099
H -2.719 2.697 0.162
H -3.631 0.387 0.641
H -1.896 -0.321 -0.274
H -3.691 -0.396 -2.053
H -2.885 1.425 -2.015
H -4.396 1.054 -1.517

***

Q | 30
Properties=species:S:1:pos:R:3 method="wB97M-V/def2-TZVPD" smiles=CCc1c[nH]c2ccccc12.CC gap_ev=8.784 e_lumo_ev=0.9 charge=0
C -1.713 0.885 -2.305
C -2.411 -0.111 -1.357
C -1.644 -0.409 -0.105
C -2.114 -0.156 1.153
N -1.303 -0.721 2.101
C -0.238 -1.319 1.451
C 0.743 -2.119 2.043
C 1.640 -2.698 1.188
C 1.578 -2.451 -0.201
C 0.590 -1.685 -0.747
C -0.449 -1.184 0.070
H -0.675 0.581 -2.486
H -1.601 1.848 -1.800
H -2.289 1.029 -3.216
H -3.367 0.311 -1.065
H -2.625 -1.008 -1.931
H -3.002 0.413 1.372
H -1.230 -0.450 3.066
H 0.663 -2.301 3.104
H 2.388 -3.385 1.552
H 2.384 -2.834 -0.813
H 0.551 -1.470 -1.803
C 1.996 2.241 -0.636
C 1.575 2.590 0.799
H 2.602 3.031 -1.061
H 2.604 1.337 -0.600
H 1.146 2.026 -1.271
H 2.266 3.235 1.327
H 1.330 1.681 1.369
H 0.602 3.094 0.801

***

R | 30
Properties=species:S:1:pos:R:3 method="wB97M-V/def2-TZVPD" smiles=Cc1c[nH]c2ccccc12.CCC gap_ev=8.836 e_lumo_ev=0.9 charge=0
C 2.734 1.289 0.400
C 1.607 1.062 -0.561
C 1.412 0.217 -1.617
N 0.095 0.169 -2.084
C -0.596 1.043 -1.218
C -1.973 1.291 -1.228
C -2.525 2.098 -0.266
C -1.703 2.562 0.761
C -0.346 2.361 0.787
C 0.266 1.605 -0.249
H 3.689 1.374 -0.146
H 2.914 0.571 1.214
H 2.486 2.269 0.886
H 2.159 -0.214 -2.241
H -0.215 -0.319 -2.903
H -2.529 0.952 -2.091
H -3.575 2.374 -0.216
H -2.134 3.255 1.461
H 0.304 2.727 1.588
C -0.090 -3.696 0.526
C -0.032 -2.257 0.139
C -0.436 -1.286 1.244
H 0.437 -4.225 -0.278
H -1.102 -4.131 0.736
H 0.325 -3.984 1.497
H 0.934 -1.893 -0.228
H -0.625 -2.078 -0.761
H -1.353 -1.655 1.744
H 0.311 -1.233 2.066
H -0.439 -0.244 1.036

***

S | 30
Properties=species:S:1:pos:R:3 method="wB97M-V/def2-TZVPD" smiles=CCc1c[nH]c2ccccc12.CC gap_ev=8.731 e_lumo_ev=0.9 charge=0
C 0.992 0.113 1.962
C -0.200 0.737 1.180
C 0.024 0.462 -0.299
C -0.444 -0.641 -0.970
N -0.061 -0.500 -2.307
C 0.443 0.734 -2.511
C 0.856 1.395 -3.677
C 1.607 2.555 -3.575
C 1.850 3.122 -2.322
C 1.335 2.553 -1.178
C 0.591 1.375 -1.258
H 0.714 -0.841 2.401
H 1.372 0.829 2.691
H 1.748 0.040 1.180
H -1.170 0.325 1.443
H -0.261 1.814 1.331
H -0.846 -1.543 -0.576
H -0.387 -1.171 -2.982
H 0.519 1.127 -4.674
H 2.008 2.976 -4.487
H 2.446 3.995 -2.078
H 1.595 2.988 -0.217
C -2.220 -2.480 3.184
C -1.517 -3.094 2.005
H -2.356 -1.393 3.161
H -3.201 -2.931 3.349
H -1.527 -2.571 4.028
H -1.169 -4.083 2.320
H -0.619 -2.532 1.742
H -2.123 -3.360 1.134

***

Stability order, top to bottom: Q, S, R, P

***

P | 30
Properties=species:S:1:pos:R:3 method="wB97M-V/def2-TZVPD" smiles=CCc1c[nH]c2ccccc12.CC gap_ev=8.740 e_lumo_ev=0.9 charge=0
C 0.412 -1.858 -2.298
C 1.374 -1.569 -1.127
C 0.764 -1.129 0.157
C 1.396 -1.284 1.343
N 0.554 -0.968 2.411
C -0.585 -0.407 1.858
C -1.815 -0.077 2.429
C -2.826 0.341 1.593
C -2.637 0.525 0.210
C -1.450 0.127 -0.370
C -0.473 -0.444 0.461
H 0.004 -0.930 -2.660
H -0.439 -2.429 -1.914
H 0.900 -2.463 -3.025
H 1.928 -2.497 -0.988
H 2.053 -0.769 -1.430
H 2.233 -1.956 1.473
H 0.910 -0.619 3.285
H -1.976 -0.062 3.498
H -3.833 0.447 1.978
H -3.393 1.086 -0.324
H -1.227 0.222 -1.422
C 1.997 3.478 -2.059
C 1.856 2.083 -2.664
H 2.353 3.444 -1.035
H 2.751 4.090 -2.561
H 1.077 4.048 -1.984
H 1.705 2.081 -3.738
H 2.660 1.447 -2.307
H 0.913 1.720 -2.253

***

Q | 30
Properties=species:S:1:pos:R:3 method="wB97M-V/def2-TZVPD" smiles=Cc1c[nH]c2ccccc12.CCC gap_ev=8.830 e_lumo_ev=0.9 charge=0
C 0.900 2.903 0.104
C 1.139 1.460 0.414
C 2.340 0.850 0.592
N 2.142 -0.409 1.158
C 0.800 -0.691 1.177
C 0.064 -1.718 1.795
C -1.262 -1.477 2.088
C -1.951 -0.330 1.686
C -1.231 0.683 1.083
C 0.139 0.536 0.892
H 0.362 3.400 0.908
H 0.389 3.086 -0.842
H 1.866 3.409 0.026
H 3.351 1.214 0.510
H 2.926 -1.039 1.134
H 0.630 -2.588 2.101
H -1.787 -2.290 2.579
H -3.003 -0.176 1.881
H -1.615 1.604 0.655
C -1.391 -1.592 -2.203
C -0.406 -0.904 -3.152
C -0.815 0.531 -3.501
H -2.422 -1.316 -2.415
H -1.376 -2.678 -2.334
H -1.085 -1.434 -1.174
H -0.138 -1.534 -3.964
H 0.506 -0.672 -2.598
H 0.024 1.088 -3.896
H -1.311 1.038 -2.679
H -1.576 0.591 -4.285

***

R | 30
Properties=species:S:1:pos:R:3 method="wB97M-V/def2-TZVPD" smiles=Cc1c[nH]c2ccccc12.CCC gap_ev=8.766 e_lumo_ev=0.9 charge=0
C 2.857 2.768 -0.161
C 2.220 1.452 0.174
C 2.619 0.586 1.145
N 2.045 -0.647 0.962
C 1.168 -0.576 -0.097
C 0.472 -1.601 -0.755
C -0.092 -1.313 -1.968
C 0.029 -0.031 -2.548
C 0.728 0.957 -1.902
C 1.321 0.701 -0.658
H 3.570 2.628 -0.968
H 3.314 3.217 0.727
H 2.109 3.504 -0.461
H 3.272 0.853 1.956
H 2.076 -1.390 1.653
H 0.329 -2.530 -0.216
H -0.657 -2.075 -2.492
H -0.443 0.073 -3.518
H 0.786 1.946 -2.345
C -3.082 0.311 1.504
C -3.372 -1.166 1.274
C -4.765 -1.500 1.831
H -3.762 0.899 0.876
H -2.073 0.563 1.164
H -3.205 0.597 2.552
H -3.385 -1.431 0.219
H -2.642 -1.817 1.761
H -4.839 -1.248 2.888
H -5.494 -0.898 1.277
H -5.049 -2.550 1.720

***

Stability order, top to bottom: R, Q, P

***

P | 30
Properties=species:S:1:pos:R:3 method="wB97M-V/def2-TZVPD" smiles=Cc1c[nH]c2ccccc12.CCC gap_ev=8.832 e_lumo_ev=0.9 charge=0
C 0.070 -1.148 -2.882
C 0.882 -0.734 -1.739
C 1.457 -1.620 -0.807
N 2.009 -0.774 0.253
C 1.656 0.498 -0.012
C 1.722 1.668 0.806
C 1.232 2.846 0.358
C 0.778 2.875 -1.013
C 0.483 1.741 -1.747
C 0.944 0.549 -1.243
H -1.008 -1.144 -2.481
H 0.228 -2.282 -2.984
H 0.178 -0.561 -3.797
H 1.410 -2.814 -0.754
H 2.506 -1.219 1.015
H 2.177 1.523 1.849
H 1.428 3.828 0.919
H 0.523 3.858 -1.495
H 0.155 1.809 -2.697
C -2.284 -1.213 0.734
C -1.742 -0.154 1.584
C -1.000 -0.929 2.682
H -1.679 -1.368 -0.106
H -3.249 -0.904 0.217
H -2.438 -2.123 1.157
H -1.067 0.666 1.074
H -2.519 0.500 1.884
H -1.741 -1.420 3.442
H -0.284 -1.689 2.270
H -0.828 -0.264 3.515

***

Q | 30
Properties=species:S:1:pos:R:3 method="wB97M-V/def2-TZVPD" smiles=Cc1c[nH]c2ccccc12.CCC gap_ev=8.636 e_lumo_ev=0.9 charge=0
C 1.229 -1.235 -4.316
C 0.505 -0.965 -3.031
C -0.861 -1.020 -2.931
N -1.257 -0.661 -1.660
C -0.134 -0.264 -0.946
C -0.098 0.162 0.371
C 1.155 0.658 0.753
C 2.239 0.727 -0.132
C 2.188 0.191 -1.416
C 0.976 -0.368 -1.830
H 1.797 -2.152 -4.208
H 1.868 -0.394 -4.634
H 0.506 -1.111 -5.121
H -1.644 -1.245 -3.638
H -2.198 -0.493 -1.389
H -0.790 0.208 1.199
H 1.366 0.884 1.789
H 3.230 0.988 0.214
H 3.030 0.319 -2.082
C -2.193 -0.328 3.952
C -1.544 0.696 4.861
C -1.088 1.947 4.012
H -3.275 -0.145 4.039
H -2.114 -1.377 4.238
H -2.002 -0.278 2.884
H -2.178 0.990 5.686
H -0.673 0.325 5.407
H -1.505 2.845 4.476
H -0.007 1.935 4.151
H -1.274 2.075 2.953

***

Stability order, top to bottom: Q, P